{"formula": "C30H66BF13N6O12", "method": "the ωB97M-V functional and the def2-TZVPD basis", "homo_energy_ev": -8.08, "fmax_ha_per_bohr": 0.105, "e_above_lowest_kcal_mol": 129.4, "gap_ev": 1.1, "charge": 2, "symbols": ["C", "C", "O", "N", "H", "H", "C", "H", "H", "H", "H", "H", "H", "C", "C", "O", "N", "H", "H", "C", "H", "H", "H", "H", "H", "H", "C", "C", "O", "N", "H", "H", "C", "H", "H", "H", "H", "H", "H", "C", "C", "O", "N", "H", "H", "C", "H", "H", "H", "H", "H", "H", "C", "C", "O", "N", "H", "H", "C", "H", "H", "H", "H", "H", "H", "C", "C", "O", "N", "H", "H", "C", "H", "H", "H", "H", "H", "H", "C", "O", "O", "C", "F", "F", "F", "C", "C", "H", "H", "H", "H", "H", "H", "C", "O", "O", "C", "F", "F", "F", "C", "C", "H", "H", "H", "H", "H", "H", "C", "O", "O", "C", "F", "F", "F", "C", "C", "H", "H", "H", "H", "H", "H", "B", "F", "F", "F", "F"], "coordinates": [[-1.7949, -2.7465, -8.6261], [-2.4391, -2.2994, -7.2318], [-2.6777, -1.1433, -7.0362], [-2.3927, -3.2823, -6.0642], [-3.2935, -3.3010, -5.6078], [-2.2944, -4.2424, -6.3618], [-1.2112, -3.0316, -5.0734], [-2.2773, -2.1698, -9.4154], [-1.9181, -3.8000, -8.8772], [-0.7443, -2.4704, -8.5352], [-1.2283, -3.7448, -4.2493], [-1.3273, -2.0025, -4.7335], [-0.3021, -3.0452, -5.6746], [-3.1386, 0.4735, -3.2174], [-2.6953, 1.8184, -3.7463], [-2.9356, 2.2312, -4.8730], [-1.7606, 2.5624, -2.8359], [-1.1673, 1.8515, -2.4323], [-1.2092, 3.0740, -3.5099], [-2.4922, 3.2885, -1.6755], [-2.3838, -0.2833, -3.0040], [-3.8693, 0.1217, -3.9457], [-3.7495, 0.7924, -2.3729], [-2.9278, 4.2329, -2.0017], [-1.7276, 3.6099, -0.9683], [-3.2653, 2.6515, -1.2458], [1.6144, 4.1696, -0.2402], [2.6878, 3.2211, 0.1115], [3.4745, 3.3202, 1.0707], [2.7129, 1.9369, -0.7343], [1.8365, 1.4555, -0.5919], [2.8169, 2.1219, -1.7217], [3.9633, 1.1356, -0.4424], [1.5448, 4.3514, -1.3127], [1.5670, 5.1549, 0.2235], [0.6268, 3.7548, -0.0382], [3.7849, 0.1683, -0.9121], [3.9953, 0.8683, 0.6138], [4.9088, 1.5748, -0.7607], [-3.8887, 0.7921, 3.0739], [-3.7218, 2.1691, 2.4372], [-3.9911, 2.4760, 1.2850], [-3.3210, 3.2525, 3.4992], [-2.7245, 2.9219, 4.2442], [-2.5765, 3.7958, 3.0862], [-4.4606, 4.2162, 3.9329], [-4.5239, 0.9430, 3.9468], [-2.9372, 0.3801, 3.4100], [-4.4912, 0.2588, 2.3386], [-5.2396, 3.6948, 4.4892], [-4.9073, 4.5366, 2.9917], [-4.1213, 4.9026, 4.7087], [-5.3073, -3.3200, 0.5685], [-4.2145, -4.3398, 0.8686], [-3.9937, -4.7895, 1.9477], [-3.3259, -4.8331, -0.2886], [-3.1340, -5.7698, 0.0367], [-3.7232, -4.8314, -1.2172], [-1.9524, -4.0816, -0.3720], [-5.9076, -3.4083, -0.3370], [-4.8912, -2.3130, 0.5984], [-6.0350, -3.4414, 1.3708], [-1.3779, -4.5095, -1.1937], [-1.6507, -4.4438, 0.6108], [-2.3092, -3.0517, -0.3681], [0.4120, 2.0858, -6.8972], [0.5920, 1.0872, -5.7130], [-0.3276, 0.3431, -5.3221], [1.9368, 0.9529, -5.1105], [2.5805, 1.6762, -5.3979], [1.8810, 1.0608, -4.1078], [2.4852, -0.3827, -5.4204], [0.6593, 3.0748, -6.5113], [-0.6175, 1.9321, -7.2207], [1.0237, 2.0125, -7.7964], [2.1948, -1.0148, -4.5811], [3.5649, -0.2998, -5.2953], [2.0808, -0.7861, -6.3487], [0.2119, -0.3958, -1.3561], [0.7108, -0.0190, -0.0668], [0.4015, 0.8161, -2.0401], [0.8742, -1.7340, -1.7779], [2.2318, -1.4146, -1.9571], [0.8058, -2.6060, -0.7952], [0.3647, -2.2576, -2.8971], [-0.1677, 0.4486, 0.9545], [0.5931, 0.2014, 2.2945], [1.4428, 0.8673, 2.4448], [-0.0563, 0.2384, 3.1692], [1.0139, -0.8017, 2.2247], [-1.1114, -0.0967, 0.9679], [-0.2090, 1.5275, 0.8053], [-0.8446, -0.6430, -1.2517], [6.2452, 3.2134, 3.3063], [5.5140, 2.3341, 4.2505], [6.7264, 4.3118, 4.0627], [7.1747, 2.3254, 2.3772], [7.8690, 3.1087, 1.6438], [7.9938, 1.5361, 2.9912], [6.3555, 1.5548, 1.5651], [4.1942, 1.9185, 3.9002], [3.6428, 0.9038, 4.8637], [3.4352, 1.3974, 5.8131], [2.6344, 0.5982, 4.5847], [4.3388, 0.0671, 4.8054], [4.1544, 1.4662, 2.9093], [3.5346, 2.7819, 3.9872], [5.5921, 3.6883, 2.5742], [2.4754, -5.1938, 6.4145], [1.6590, -4.5878, 5.3949], [3.6239, -5.7911, 5.7381], [2.6771, -4.1773, 7.6446], [3.3419, -3.0622, 7.2869], [1.5872, -3.7773, 8.3248], [3.2755, -4.8968, 8.5861], [0.2812, -4.4657, 5.5658], [-0.0896, -3.4941, 4.4313], [0.4937, -2.5795, 4.3244], [-0.1130, -3.9722, 3.4520], [-1.0858, -3.1554, 4.7156], [0.0418, -3.9652, 6.5041], [-0.3002, -5.3877, 5.5675], [1.8913, -6.0698, 6.6966], [-0.7233, 4.7954, 2.6363], [-1.6430, 5.3976, 3.3869], [0.0890, 5.7434, 2.0237], [0.0697, 3.9660, 3.4309], [-1.2674, 4.0092, 1.6258]]}